Entry 1:
82
Properties=species:S:1:pos:R:3:forces:R:3:lowdin_charge:R:1 method="wB97M-V/def2-TZVPD" e_homo_ha=-0.3333 smiles="COB(O)[C@@](C#N)(CC#N)CON=O.CN(C)C=O.CN(C)C=O.CN(C)C=O.CN(C)C=O.CN(C)C=O"
C 0.596 -0.619 0.534 0.4 -0.1 -0.3 -0.0247
O -0.322 -0.616 -0.575 -0.5 -0.1 0.6 0.0374
B -1.297 0.341 -0.514 0.4 -0.1 -0.3 -0.6433
O -0.969 1.631 -0.308 -0.4 0.0 0.2 0.2284
C -2.829 -0.172 -0.706 0.2 -0.3 -0.1 -0.2819
C -3.023 -0.334 -2.146 0.0 0.0 -0.2 -0.1636
N -3.113 -0.461 -3.285 -0.1 0.0 0.1 0.1909
C -2.926 -1.555 -0.015 -0.2 0.2 0.3 -0.0967
C -4.293 -2.068 0.050 -0.3 -0.5 -0.1 -0.2090
N -5.348 -2.525 0.094 0.3 0.3 0.0 0.1634
C -3.859 0.811 -0.164 -0.1 0.2 -0.3 -0.1473
O -3.492 1.109 1.183 0.1 0.1 0.1 -0.0969
N -4.636 1.446 1.949 -0.2 0.3 -0.1 -0.0054
O -4.353 2.156 2.823 0.1 -0.3 0.1 0.0896
H 0.070 -0.601 1.491 -0.1 0.1 0.0 0.0979
H 1.279 0.224 0.469 0.1 0.0 0.0 0.0871
H 1.155 -1.549 0.498 0.1 0.0 -0.1 0.0694
H -1.737 2.205 -0.176 0.1 0.4 0.0 0.0735
H -2.572 -1.451 1.012 0.0 0.0 0.0 0.1348
H -2.290 -2.285 -0.507 0.1 0.0 -0.1 0.1383
H -3.840 1.734 -0.749 0.0 0.1 0.0 0.1351
H -4.878 0.426 -0.221 0.0 -0.1 0.2 0.1322
C 4.505 -4.275 -2.089 -0.2 0.0 0.1 -0.0569
N 3.768 -3.849 -0.916 0.0 -0.1 -0.1 -0.1880
C 2.545 -4.553 -0.552 0.1 0.2 0.1 -0.0197
C 4.176 -2.825 -0.153 0.0 0.1 0.0 -0.3474
O 3.598 -2.428 0.845 0.0 0.0 0.1 -0.0108
H 3.879 -4.191 -2.979 0.1 0.0 0.0 0.0907
H 4.822 -5.313 -1.978 0.0 0.0 -0.1 0.0897
H 5.386 -3.650 -2.221 0.0 0.0 0.0 0.0815
H 1.704 -3.858 -0.557 0.0 0.0 0.0 0.0875
H 2.644 -4.971 0.448 -0.1 -0.1 0.0 0.0655
H 2.360 -5.353 -1.263 0.0 0.0 0.0 0.0913
H 5.106 -2.356 -0.518 0.0 0.0 0.0 0.1350
C -5.326 2.264 -6.495 -0.1 -0.1 0.1 -0.0617
N -5.945 2.349 -5.189 0.0 0.0 -0.1 -0.1993
C -7.110 1.532 -4.898 0.1 0.1 0.1 -0.0404
C -5.473 3.160 -4.223 0.1 0.0 0.1 -0.3625
O -5.954 3.260 -3.111 0.0 0.0 0.0 0.0062
H -6.040 2.548 -7.272 0.0 0.0 0.0 0.0870
H -4.984 1.245 -6.685 0.0 0.0 0.0 0.0904
H -4.471 2.934 -6.544 0.0 0.0 0.0 0.0802
H -7.957 2.165 -4.632 0.0 0.0 0.0 0.0914
H -6.904 0.871 -4.055 0.0 0.0 0.0 0.0920
H -7.361 0.937 -5.772 0.0 0.0 0.0 0.0844
H -4.584 3.734 -4.535 0.0 0.0 0.0 0.1282
C -0.232 6.959 -0.621 -0.1 -0.1 -0.2 -0.0550
N -1.136 5.875 -0.949 0.1 0.1 0.0 -0.1906
C -1.321 5.496 -2.341 -0.1 -0.1 0.1 -0.0308
C -1.813 5.199 -0.009 0.0 0.0 0.1 -0.3330
O -2.583 4.283 -0.245 0.0 -0.3 0.0 0.0054
H -0.561 7.883 -1.099 0.0 0.0 0.0 0.0898
H 0.777 6.725 -0.964 0.0 0.0 0.0 0.0913
H -0.210 7.110 0.456 0.0 0.0 0.0 0.0827
H -2.368 5.603 -2.622 0.0 0.0 0.0 0.0927
H -1.034 4.454 -2.487 0.0 0.0 0.0 0.0935
H -0.707 6.133 -2.973 0.0 0.0 0.0 0.0863
H -1.610 5.550 1.016 0.0 0.0 0.0 0.1387
C 4.867 0.545 3.908 -0.1 0.2 0.0 -0.0610
N 4.363 1.293 2.776 0.0 0.0 0.1 -0.1979
C 3.863 2.642 2.977 0.0 -0.1 -0.1 -0.0441
C 4.340 0.774 1.531 0.0 -0.2 -0.1 -0.3537
O 3.920 1.361 0.552 0.0 0.1 0.0 0.0086
H 4.085 0.421 4.661 0.0 0.0 0.0 0.0875
H 5.713 1.066 4.363 0.0 -0.1 0.0 0.0871
H 5.196 -0.439 3.580 0.0 0.0 0.0 0.0818
H 2.818 2.705 2.671 0.0 0.1 0.0 0.0903
H 4.435 3.348 2.374 0.0 0.0 0.0 0.0906
H 3.950 2.907 4.028 0.0 0.0 0.0 0.0830
H 4.731 -0.254 1.480 0.0 0.0 0.0 0.1139
C 4.525 -4.893 5.017 -0.2 0.0 0.0 -0.0590
N 3.441 -5.461 4.242 0.1 0.0 0.1 -0.1964
C 2.099 -5.480 4.800 0.0 0.0 -0.1 -0.0383
C 3.631 -5.971 3.013 0.0 0.0 -0.1 -0.3532
O 2.751 -6.454 2.325 0.0 0.0 0.0 0.0030
H 4.644 -5.437 5.957 0.1 0.0 0.0 0.0888
H 4.320 -3.844 5.241 0.1 0.0 0.0 0.0870
H 5.454 -4.956 4.456 0.0 0.0 0.0 0.0816
H 1.735 -6.505 4.868 0.0 0.0 0.0 0.0927
H 1.419 -4.921 4.158 0.0 0.0 0.0 0.0934
H 2.114 -5.033 5.791 0.0 0.0 0.0 0.0847
H 4.679 -5.908 2.674 0.0 0.0 0.0 0.1349

***

Entry 2:
81
Properties=species:S:1:pos:R:3:forces:R:3:lowdin_charge:R:1 method="wB97M-V/def2-TZVPD" e_homo_ha=-0.3408 smiles="CCOC(=O)OC.CCOC(=O)OC.CCOC(=O)OC.CN(C)C=O.BrCCBr.BrCCBr.BrCCBr"
C -3.647 0.274 -4.472 1.1 0.3 0.5 -0.0602
C -4.750 0.742 -3.556 -0.7 -0.9 -0.4 -0.2240
O -5.012 2.130 -3.728 -0.1 0.4 0.1 0.0407
C -4.355 2.952 -2.912 0.1 0.1 -0.3 -0.6100
O -3.614 2.618 -2.028 0.2 -0.1 0.3 0.1199
O -4.647 4.207 -3.255 -0.3 -0.2 0.1 0.0100
C -4.104 5.204 -2.394 0.6 0.3 -0.1 -0.0395
H -3.867 0.244 -5.534 -0.4 0.0 0.0 0.0769
H -3.267 -0.694 -4.139 -0.2 -0.1 -0.2 0.0760
H -2.803 0.962 -4.336 0.0 -0.1 -0.1 0.0838
H -4.535 0.486 -2.520 0.1 0.3 0.0 0.1132
H -5.696 0.260 -3.810 0.0 0.0 0.0 0.1245
H -3.068 5.416 -2.675 -0.1 -0.1 0.0 0.1001
H -4.107 4.885 -1.357 -0.2 0.0 0.0 0.0931
H -4.682 6.107 -2.560 -0.2 -0.1 0.1 0.0928
C -4.967 -3.865 2.200 -0.8 -0.9 0.2 -0.0630
C -4.012 -3.459 3.297 -0.3 0.0 -0.3 -0.1945
O -2.827 -2.881 2.723 0.2 0.3 0.0 0.0160
C -1.609 -3.347 2.947 -0.1 -0.4 0.0 -0.6111
O -0.622 -2.786 2.551 0.1 0.2 -0.1 0.0962
O -1.600 -4.511 3.609 0.0 -0.1 0.0 -0.0207
C -0.352 -5.221 3.610 0.0 0.2 0.3 -0.0164
H -5.179 -3.092 1.466 0.2 0.1 0.0 0.0798
H -5.923 -4.138 2.668 0.1 0.3 0.1 0.0834
H -4.711 -4.801 1.696 0.5 0.3 -0.1 0.0810
H -3.762 -4.309 3.921 0.0 0.0 0.1 0.1202
H -4.467 -2.668 3.892 0.1 0.0 0.1 0.1252
H -0.468 -6.001 4.355 0.0 -0.1 -0.1 0.0984
H 0.470 -4.570 3.900 0.0 0.1 -0.1 0.0996
H -0.166 -5.647 2.626 0.0 -0.1 0.0 0.0575
C 3.521 0.483 -2.846 0.8 0.0 0.4 -0.0395
C 3.999 1.340 -1.685 -0.8 -0.1 -0.2 -0.2364
O 5.262 1.961 -1.945 0.2 -0.1 -0.2 0.0241
C 5.237 3.006 -2.779 0.0 -0.2 0.5 -0.6202
O 4.260 3.642 -3.068 -0.1 0.1 -0.2 0.1272
O 6.477 3.233 -3.200 0.1 -0.1 0.0 0.0115
C 6.619 4.343 -4.083 -0.2 0.5 0.1 -0.0374
H 4.141 -0.414 -2.893 -0.2 -0.1 -0.2 0.0826
H 3.631 1.021 -3.784 -0.3 0.0 -0.1 0.0816
H 2.490 0.223 -2.630 -0.1 -0.2 -0.3 0.0559
H 4.127 0.722 -0.803 0.2 0.1 0.1 0.1179
H 3.215 2.072 -1.487 0.3 0.2 0.2 0.1085
H 6.594 5.284 -3.528 0.1 -0.1 0.1 0.0998
H 5.796 4.379 -4.795 0.1 -0.2 -0.1 0.0937
H 7.584 4.231 -4.563 0.0 -0.1 -0.1 0.0924
C -1.814 -0.403 0.472 -0.1 0.3 0.4 -0.0621
N -0.507 -0.109 -0.091 -0.5 -0.6 0.1 -0.1608
C -0.214 -0.705 -1.371 0.4 0.2 -0.4 -0.0374
C 0.508 0.325 0.688 -0.4 0.1 -0.3 -0.3212
O 1.673 0.376 0.331 0.2 0.0 0.1 0.0030
H -1.926 0.120 1.421 0.0 0.1 -0.2 -0.0041
H -1.956 -1.458 0.721 0.1 -0.1 -0.3 0.0697
H -2.594 -0.063 -0.209 0.0 0.0 0.0 0.0862
H 0.461 -0.036 -1.903 0.1 -0.2 -0.1 0.0786
H 0.253 -1.686 -1.287 0.1 0.1 0.1 0.0416
H -1.097 -0.855 -1.989 -0.3 0.3 0.3 0.0897
H 0.150 0.684 1.664 0.1 0.0 0.1 0.0901
Br 4.545 2.911 3.723 0.1 -0.1 -0.1 0.5728
C 3.602 3.015 2.026 -0.3 0.4 -0.1 -0.7051
C 4.484 3.531 0.916 0.5 -0.6 -0.3 -0.7189
Br 5.256 5.270 1.283 -0.1 0.0 -0.1 0.6129
H 2.758 3.685 2.183 0.0 0.0 0.1 0.0538
H 3.211 2.025 1.795 0.2 -0.1 -0.1 0.0354
H 3.968 3.603 -0.039 -0.3 0.2 0.2 0.0440
H 5.314 2.853 0.722 0.1 0.1 0.2 0.0570
Br 1.242 1.663 4.367 0.0 0.0 0.0 0.6750
C 0.305 0.625 5.689 -0.1 -0.2 0.4 -0.6948
C -0.629 -0.385 5.097 -0.1 -0.4 -0.8 -0.6640
Br -2.025 0.426 4.001 -0.1 0.1 0.5 0.6865
H -0.220 1.297 6.361 0.1 0.2 -0.1 0.0594
H 1.072 0.091 6.247 0.0 0.1 0.0 0.0637
H -1.123 -0.996 5.849 -0.1 0.2 0.2 0.0653
H -0.136 -1.058 4.399 0.2 0.1 0.1 0.0379
Br 0.851 -4.219 -2.868 0.1 -0.2 0.3 0.6038
C 1.264 -4.117 -0.957 0.1 0.4 -0.2 -0.6721
C 0.070 -4.385 -0.079 0.1 -0.4 -0.4 -0.6831
Br -0.668 -6.180 -0.333 0.0 0.1 0.0 0.6145
H 1.583 -3.082 -0.859 0.0 0.0 0.3 0.0362
H 2.130 -4.733 -0.737 -0.2 -0.3 -0.2 0.0642
H -0.736 -3.693 -0.299 -0.1 0.0 0.1 0.0470
H 0.340 -4.364 0.971 0.1 0.3 -0.1 0.0252

***

Orbital gap, respectively: 9.42, 9.60 eV.
Energy relative to the best compared isomer or geometry (same formula, charge and spin), respectively: 13.8, 0.0 kJ/mol.
Total energy, respectively: -1966.0288, -17077.2399 Ha.